Record 1
8
Properties=species:S:1:pos:R:3:forces:R:3 method="wB97M-V/def2-TZVPD" total_charge=+1 de_lowest_kcal_mol=43.91 e_lumo_ev="-5.837 / -10.031" total_energy_ha=-208.05484 e_homo_ev="-13.16 / -18.39" spin_multiplicity=3
C 1.127709 -0.488637 0.320172 4.395 -0.664 3.442
C 0.394955 0.325260 -0.424797 -3.580 1.186 -3.545
N -2.180380 0.632783 0.119732 0.225 5.236 -1.213
O -2.556422 -0.352009 0.411367 -1.908 -5.161 1.515
H 1.160670 -0.733040 1.472032 -0.939 -0.136 -2.489
H 2.147425 -0.505339 -0.139372 -0.307 -0.476 0.740
H 0.575060 0.363030 -1.539866 0.056 -0.305 1.108
H -0.669017 0.757950 -0.219269 2.058 0.320 0.441

***

Record 2
9
Properties=species:S:1:pos:R:3:forces:R:3 method="wB97M-V/def2-TZVPD" total_charge=-1 de_lowest_kcal_mol=40.29 e_lumo_ev=4.068 total_energy_ha=-283.84681 e_homo_ev=-3.54 spin_multiplicity=1
O 0.807011 -1.170142 -1.940071 0.529 0.235 0.042
C -0.041228 -0.949668 -1.054812 -1.904 -0.479 0.120
N -1.122987 -0.182036 -1.023131 0.733 0.341 -0.057
C 0.402123 0.881049 1.487348 -0.626 -0.590 0.653
O 0.634483 1.314443 2.591517 0.490 0.536 -0.245
H -0.082374 -1.586802 -0.128353 0.703 -0.068 -0.078
H -1.112246 0.395332 -1.868317 -0.055 -0.068 -0.146
H -0.325203 0.067784 1.397040 -0.017 -0.087 -0.440
H 0.840417 1.230043 0.538778 0.146 0.179 0.152

***

Record 3
9
Properties=species:S:1:pos:R:3:forces:R:3 method="wB97M-V/def2-TZVPD" total_charge=+1 de_lowest_kcal_mol=23.33 e_lumo_ev=-4.294 total_energy_ha=-283.51899 e_homo_ev=-16.53 spin_multiplicity=1
C -2.220889 -0.416072 0.063963 0.379 0.047 0.154
C 0.956790 0.861163 -0.324988 2.548 -2.892 -4.051
N 0.747820 -0.516271 0.257934 -2.892 -1.233 -1.284
O -3.268668 -0.121337 -0.165178 -0.153 -0.056 -0.009
O 0.691882 1.832393 0.212428 -1.233 2.354 2.161
H 1.464613 0.793763 -1.362410 -0.816 -0.025 1.309
H 1.264855 -1.349386 -0.233556 -1.305 2.046 1.185
H -0.558628 -0.626344 0.317540 2.735 -0.003 -0.776
H 0.922223 -0.457908 1.234270 0.736 -0.238 1.311

***

Record 4
9
Properties=species:S:1:pos:R:3:forces:R:3 method="wB97M-V/def2-TZVPD" total_charge=+1 de_lowest_kcal_mol=132.70 e_lumo_ev=-6.863 smiles="C[C@@H]1O[N+]1=O" total_energy_ha=-283.34470 e_homo_ev=-17.80 spin_multiplicity=1
C -0.381026 -0.096288 0.329719 0.054 0.630 -2.829
C 1.006654 0.450979 0.382572 -0.753 -1.952 2.153
N -1.185227 -0.254852 -1.004608 -0.206 0.205 1.398
O -1.969187 -0.037596 -1.834531 0.949 0.024 0.524
O -0.598757 -1.360652 -0.665315 0.099 0.868 1.162
H -0.985521 0.017522 1.246306 -0.153 -0.837 -0.712
H 1.447029 -0.495764 0.826345 0.028 0.836 0.234
H 1.030504 1.223133 1.191801 0.222 -0.449 -0.986
H 1.635531 0.553518 -0.472290 -0.239 0.674 -0.944

***

Record 5
10
Properties=species:S:1:pos:R:3:forces:R:3 method="wB97M-V/def2-TZVPD" de_lowest_kcal_mol=111.24 e_lumo_ev=0.575 smiles=C1Cp2on2O1 total_energy_ha=-625.05399 e_homo_ev=-9.58 spin_multiplicity=1
C -0.708838 0.687278 -0.034266 0.381 -2.160 -3.368
C -0.503718 -0.867006 0.078975 1.256 0.592 -0.730
N 1.593842 0.637258 0.415217 0.284 2.004 0.879
O 0.462721 1.411452 0.250698 0.951 0.259 0.326
O 1.845539 -0.004576 -0.835022 1.184 0.085 -2.190
P 1.353125 -1.035158 0.305909 -1.399 -2.010 0.164
H -1.041667 0.864092 -1.147520 0.320 0.165 2.393
H -1.300351 1.008036 0.741284 -2.480 0.814 1.035
H -0.765982 -1.288284 1.037432 -1.044 -0.179 0.217
H -0.934674 -1.413094 -0.812711 0.548 0.431 1.274

***

Record 6
11
Properties=species:S:1:pos:R:3:forces:R:3 method="wB97M-V/def2-TZVPD" total_charge=-1 de_lowest_kcal_mol=6.91 e_lumo_ev="3.438 / 1.562" total_energy_ha=-1080.10903 e_homo_ev="-2.68 / -4.70" spin_multiplicity=3
C -2.291279 -0.126898 0.136470 0.277 -0.614 1.105
C 1.869401 0.619289 0.184489 0.377 0.857 -0.386
N 1.021337 -0.332314 0.791624 -3.149 -1.072 0.114
O -0.625428 -2.131388 0.342847 -0.121 0.414 0.324
O -0.361600 -0.365471 -1.388249 0.760 -0.029 0.322
S -2.793867 1.396224 0.182489 -0.047 1.297 0.113
S -0.346127 -0.731807 0.041297 1.281 -0.772 -1.334
H -2.854267 -0.900646 -0.366878 0.520 -0.355 -0.021
H 2.070029 1.467565 0.858862 0.036 -0.041 -0.193
H 2.831472 0.118580 -0.013466 -0.075 0.172 0.005
H 1.480325 0.986865 -0.769482 0.141 0.142 -0.048

***

Number 1: molar mass 58.1 g mol⁻¹. Number 2: molar mass 74.1 g mol⁻¹. Number 3: molar mass 74.1 g mol⁻¹. Number 4: molar mass 74.1 g mol⁻¹. Number 5: molar mass 105.0 g mol⁻¹. Number 6: molar mass 138.2 g mol⁻¹.